Entry 1:
Computed, not measured: 7 unconnected molecules or ions with the total composition C12H30Cl7O10, with ωB97M-V/def2-TZVPD.

Each line ends with the Löwdin charge.
Cartesian coordinates (Å):
Cl 21.4104 2.7784 17.8110  0.67
O 20.7513 1.5431 18.1174  -0.35
O 20.4860 3.7309 17.2142  -0.35
O 21.9351 3.2941 19.0669  -0.36
O 22.5210 2.4271 16.8754  -0.38
C 18.8848 -1.1903 17.1930  -0.20
C 20.0374 -1.6415 16.2613  -0.29
O 19.7683 -2.0880 15.0041  -0.04
O 18.1505 -2.3140 17.6923  -0.09
H 18.2266 -0.6046 16.5512  0.12
H 19.1712 -0.6306 18.0835  0.11
H 20.7820 -2.2311 16.7963  0.11
H 20.5276 -0.6926 16.0438  0.09
H 20.3372 -1.6340 14.3782  0.08
H 18.7018 -2.9711 18.1233  0.07
C 25.5495 4.2947 15.7299  -0.18
C 27.0560 4.4506 15.3005  -0.26
O 27.1273 5.6756 14.6706  -0.06
O 25.3032 3.1782 16.6625  -0.12
H 24.8533 4.1856 14.8983  0.11
H 25.1323 5.1791 16.2114  0.11
H 27.4141 3.6575 14.6440  0.12
H 27.7103 4.5062 16.1705  0.12
H 26.9410 5.3339 13.7930  0.08
H 24.3942 3.0004 16.9150  0.01
C 20.5968 1.0205 12.5992  -0.22
C 20.4623 2.0218 13.7284  -0.28
O 20.1455 1.5139 14.9662  -0.06
O 19.2902 0.4845 12.4253  -0.07
H 21.2872 0.2219 12.8708  0.11
H 20.9274 1.4222 11.6413  0.12
H 19.8839 2.8925 13.4196  0.12
H 21.4181 2.4825 13.9782  0.12
H 20.2902 2.1416 15.6780  0.03
H 18.9300 0.6197 13.3049  0.06
Cl 25.2988 2.6041 21.1516  0.57
C 24.5778 4.1750 21.4759  -0.67
C 24.5351 5.1914 20.2885  -0.60
Cl 26.1894 5.8645 19.9894  0.48
H 25.0029 4.5282 22.4154  0.06
H 23.5468 3.8877 21.6823  0.06
H 23.8870 6.0604 20.4021  0.07
H 24.2011 4.7495 19.3497  0.04
Cl 16.9826 2.1615 19.2999  0.56
C 17.2476 3.3464 18.0292  -0.67
C 15.9986 4.1695 17.7661  -0.68
Cl 14.9292 3.5445 16.4739  0.52
H 17.5892 2.8315 17.1313  0.07
H 18.0435 3.9746 18.4293  0.06
H 16.2699 5.2165 17.6312  0.07
H 15.3422 4.5120 18.5661  0.06
Cl 23.3420 -0.9069 20.1735  0.54
C 24.2834 -0.0492 18.9228  -0.66
C 24.0460 -0.7777 17.5864  -0.74
Cl 24.8526 -2.2849 17.5391  0.58
H 25.3585 -0.0545 19.1022  0.06
H 24.0507 1.0089 18.8033  0.04
H 24.4437 -0.1995 16.7523  0.07
H 23.0062 -0.9164 17.2902  0.05

HOMO	-7.41	eV
total charge	-1
spin multiplicity	1
electronic energy	-4448.6948	Eh

=====

Entry 2:
Computed, not measured: a molecular structure, C34H42Cl5N5OPbSbSeSi3, with ωB97M-V/def2-TZVPD.

Each line ends with the Löwdin charge.
Cartesian coordinates (Å):
Pb -0.5049 -0.7113 -0.0608  1.28
Cl -3.6459 -1.7614 -1.1216  0.62
C -2.5695 -3.1579 -1.3273  -0.71
C -1.2738 -2.5725 -1.6652  -0.59
C -0.4989 -5.7526 -1.7937  -0.31
Cl 0.4244 -4.5718 -2.1161  0.81
C -1.5558 -6.4977 -1.5390  -0.74
Cl -1.4466 -8.2179 -1.5735  0.71
C -2.8064 -5.8320 -1.1983  -0.64
Cl -4.0807 -6.9646 -0.9234  0.67
C -3.1314 -4.4225 -1.0366  -0.61
Cl -4.7256 -4.2647 -0.2989  0.62
N -1.3105 -2.7798 1.4480  0.06
C -0.9681 -2.7218 2.8461  -0.22
C -1.1707 -3.7714 3.6967  0.00
C -0.8736 -3.6623 5.0723  -0.05
C -0.3804 -2.4968 5.5795  -0.02
C -0.1343 -1.3981 4.7231  -0.14
C 0.3821 -0.1667 5.1862  0.02
C 0.6165 0.8454 4.3015  -0.02
C 0.3380 0.6235 2.9412  -0.15
N -0.1615 -0.4943 2.4801  0.02
C -0.4137 -1.5146 3.3443  -0.16
H -2.3128 -2.9105 1.3301  0.09
H -0.8594 -3.5766 1.0076  0.09
H -1.5744 -4.6988 3.3078  0.12
H -1.0514 -4.5095 5.7201  0.11
H -0.1695 -2.3972 6.6365  0.12
H 0.5917 -0.0444 6.2417  0.13
H 1.0172 1.7975 4.6199  0.11
H 0.5403 1.3928 2.2036  0.06
O 1.7110 0.0988 0.0717  -0.35
C 2.8728 -0.4681 0.2743  -0.35
C 3.9652 0.3558 0.6454  -0.02
C 5.1880 -0.1482 1.0083  -0.07
C 5.4159 -1.5265 1.0004  -0.09
C 4.4095 -2.3457 0.5568  -0.05
C 3.1469 -1.8565 0.1620  -0.09
C 2.2061 -2.7823 -0.4715  -0.25
N 0.9373 -2.5388 -0.5264  0.00
C 0.0180 -3.2598 -1.3034  -0.62
C 1.9888 -4.6753 -1.8553  -0.25
N 2.7579 -3.9144 -1.0736  0.08
H 3.7992 1.4238 0.6552  0.08
H 5.9757 0.5288 1.3150  0.11
H 6.3627 -1.9365 1.3212  0.11
H 4.5938 -3.4139 0.5349  0.11
H -0.3212 -3.8824 -3.0584  -0.20
H 0.7114 -5.1747 -3.4886  0.13
H 3.7575 -4.0405 -1.0538  0.13
C 1.3051 5.5313 -0.3114  -0.22
Si 1.8294 3.7490 -0.1056  0.34
C 2.3285 3.4826 1.6697  -0.21
C 3.0381 3.2592 -1.4350  -0.21
Sb -0.2951 2.4088 -0.6607  0.98
Si -0.6367 2.3939 -3.2419  0.35
C -0.2149 4.1649 -3.6702  -0.22
C -2.4097 2.0283 -3.6466  -0.22
C 0.5907 1.1522 -3.8774  -0.21
Si -2.4865 3.1912 0.4755  0.32
C -2.2714 5.0159 0.8063  -0.23
C -2.6631 2.2169 2.0582  -0.22
C -3.9334 2.8652 -0.6452  -0.21
H 2.1729 6.1847 -0.1785  0.05
H 0.5579 5.8218 0.4277  0.02
H 0.8974 5.7254 -1.3045  0.02
H 3.3021 3.9474 1.8483  0.05
H 2.4071 2.4320 1.9437  0.00
H 1.6037 3.9683 2.3274  0.04
H 4.0595 3.5374 -1.1638  0.05
H 2.7879 3.7727 -2.3647  0.03
H 3.0233 2.1827 -1.6138  0.02
H -0.7985 4.8558 -3.0585  0.03
H -0.4567 4.3694 -4.7171  0.04
H 0.8430 4.3872 -3.5251  0.02
H -2.9990 2.9454 -3.6622  0.04
H -2.8768 1.3203 -2.9630  0.01
H -2.4647 1.5710 -4.6370  0.03
H 1.6130 1.4245 -3.6104  0.03
H 0.5228 1.0718 -4.9655  0.05
H 0.3879 0.1594 -3.4684  -0.01
H -1.5227 5.1984 1.5793  0.03
H -3.2156 5.4496 1.1467  0.04
H -1.9695 5.5521 -0.0950  0.03
H -1.9070 2.4865 2.7973  0.03
H -2.5930 1.1415 1.8781  0.01
H -3.6470 2.4086 2.4949  0.05
H -3.8832 3.4428 -1.5674  0.03
H -4.8466 3.1574 -0.1188  0.05
H -4.0269 1.8099 -0.9072  0.03
Se -1.0082 -2.5661 -3.8264  1.01
C -2.4896 -1.5198 -4.2920  -0.62
N -3.4414 -0.9302 -4.5663  0.08

HOMO (spin up / spin down)	-9.64 / -9.41	eV
total charge	+1
spin multiplicity	1
electronic energy	-7672.8849	Eh

=====

Entry 3:
Computed, not measured: a molecular structure, C24H56N8O12SZn2, with ωB97M-V/def2-TZVPD.

Each line ends with the Löwdin charge.
Cartesian coordinates (Å):
Zn 4.6709 -22.0978 -4.8781  1.45
Zn 8.2036 -27.8488 -1.3385  1.24
S 5.0964 -25.2715 -3.3422  0.11
O 4.7014 -23.9949 -2.7612  -0.35
O 5.3372 -24.8533 -4.7270  -0.35
O 6.2417 -25.8761 -2.8535  -0.27
O 4.0212 -26.2073 -3.1761  -0.22
C 8.9177 -23.1417 1.0872  0.01
C 10.1576 -24.0229 0.8062  -0.59
O 10.0121 -25.1421 0.3689  0.00
N 11.3349 -23.5973 1.1386  0.03
C 12.5329 -24.2092 0.6110  -0.06
H 8.5072 -23.3773 2.0690  0.08
H 8.1672 -23.3745 0.3317  0.07
H 9.0683 -22.0678 0.9762  0.07
H 11.4445 -22.7885 1.7334  0.16
H 13.1583 -23.5805 -0.0227  0.08
H 12.3962 -25.0458 -0.0742  0.08
H 13.1584 -24.5441 1.4385  0.09
C 3.8911 -26.4770 1.8849  0.00
C 4.9530 -27.4694 2.2172  -0.55
O 5.9045 -27.8107 1.4662  -0.05
N 4.8323 -27.9713 3.4520  0.02
C 5.4553 -29.2969 3.8260  -0.03
H 4.4067 -25.6833 1.3442  0.09
H 3.3533 -26.0479 2.7302  0.09
H 3.2213 -26.9224 1.1493  0.09
H 4.0786 -27.6513 4.0433  0.13
H 5.8544 -29.9717 3.0688  0.09
H 4.6602 -29.8476 4.3286  0.08
H 6.1116 -29.0549 4.6620  0.08
C 12.1460 -28.2549 -5.3203  0.00
C 10.6847 -28.3164 -5.1642  -0.57
O 10.2093 -28.1087 -4.0620  -0.01
N 9.9748 -28.6063 -6.2497  0.01
C 8.5650 -28.8131 -6.4236  -0.06
H 12.7362 -29.0284 -4.8290  0.10
H 12.6829 -27.3632 -4.9966  0.09
H 12.4255 -28.4627 -6.3532  0.08
H 10.3842 -28.3787 -7.1445  0.14
H 8.2558 -29.8409 -6.2337  0.09
H 8.1876 -28.4425 -7.3767  0.09
H 8.0727 -28.1776 -5.6875  0.08
C 9.8230 -22.8739 -5.4304  0.01
C 9.1008 -21.5999 -5.6926  -0.60
O 8.0962 -21.2737 -5.0625  -0.01
N 9.6128 -20.8075 -6.5857  0.02
C 9.2377 -19.4206 -6.8205  -0.04
H 9.6939 -23.1820 -4.3928  0.09
H 10.8983 -22.8714 -5.6092  0.09
H 9.2922 -23.6222 -6.0190  0.09
H 10.5072 -21.1655 -6.8889  0.14
H 9.9902 -18.9268 -7.4354  0.09
H 9.0399 -18.8455 -5.9159  0.09
H 8.3776 -19.4243 -7.4901  0.09
C 3.3726 -18.7481 -1.1630  0.00
C 3.7411 -18.2060 -2.4893  -0.57
O 3.8628 -18.8630 -3.4941  0.02
N 3.9678 -16.8436 -2.4683  0.03
C 4.0388 -16.1611 -3.7577  -0.08
H 4.1165 -19.5254 -0.9882  0.09
H 2.3879 -19.2015 -1.2765  0.10
H 3.5022 -18.0894 -0.3043  0.09
H 4.1318 -16.3557 -1.5993  0.14
H 5.0321 -15.9242 -4.1390  0.08
H 3.6810 -15.1321 -3.7236  0.08
H 3.4690 -16.6327 -4.5584  0.09
C 4.9064 -32.7046 -1.2462  0.01
C 4.9358 -31.3340 -1.9307  -0.50
O 5.9593 -30.6745 -2.2491  -0.04
N 3.7305 -30.8325 -2.1907  0.01
C 2.6023 -31.1289 -1.4263  -0.10
H 4.5474 -33.4422 -1.9640  0.10
H 4.2526 -32.7061 -0.3740  0.07
H 5.8613 -33.0935 -0.8926  0.09
H 3.7551 -30.0181 -2.7876  0.16
H 1.9227 -31.7739 -1.9833  0.09
H 2.0609 -30.1915 -1.2987  0.10
H 2.6394 -31.7040 -0.5011  0.09
C 3.6836 -19.8014 -9.7822  0.01
C 4.3426 -21.0923 -9.5157  -0.61
O 4.7651 -21.3751 -8.3821  -0.03
N 4.6000 -21.8442 -10.5163  0.03
C 5.1124 -23.1982 -10.4894  -0.04
H 3.0516 -19.4961 -8.9483  0.09
H 3.0542 -19.8446 -10.6711  0.09
H 4.3735 -18.9575 -9.7717  0.10
H 4.2875 -21.4641 -11.3984  0.15
H 4.6641 -23.8350 -11.2520  0.09
H 4.8515 -23.7682 -9.5977  0.08
H 6.2000 -23.2134 -10.4188  0.09
C -0.6147 -22.3052 -7.1795  0.02
C 0.1683 -22.9998 -5.9857  -0.49
O 1.2595 -22.7174 -5.5415  -0.01
N -0.6455 -23.8475 -5.2237  -0.01
C -0.3652 -24.4237 -3.9033  -0.07
H -0.0251 -21.4413 -7.4864  0.07
H -1.5517 -22.0518 -6.6836  0.08
H -0.7610 -23.0166 -7.9923  0.08
H -1.6294 -23.9421 -5.4312  0.12
H -0.2066 -25.4988 -3.8183  0.08
H -1.1788 -24.1036 -3.2524  0.08
H 0.5508 -24.0241 -3.4681  0.07

HOMO	-12.82	eV
total charge	+2
spin multiplicity	1
electronic energy	-6245.0016	Eh

=====

Entry 4:
Computed, not measured: 7 unconnected molecules or ions with the total composition C37H32Cl2F6, with ωB97M-V/def2-TZVPD.

Each line ends with the Löwdin charge.
Cartesian coordinates (Å):
F -21.7536 -13.0324 8.2223  0.08
C -21.5263 -12.3736 9.3404  -0.29
C -20.2313 -12.2218 9.8848  -0.02
C -20.0781 -11.7463 11.1708  -0.09
C -21.2151 -11.3677 11.8726  -0.10
C -22.4687 -11.3095 11.2526  -0.09
C -22.6513 -11.8259 9.9847  -0.02
H -19.4240 -12.5357 9.2396  0.11
H -19.0898 -11.7532 11.6061  0.10
H -21.1544 -11.2002 12.9378  0.10
H -23.3380 -11.1105 11.8619  0.10
H -23.6685 -11.9138 9.6327  0.11
F -28.2546 -22.2388 22.4516  0.05
C -29.2156 -21.4513 21.9210  -0.27
C -28.9749 -20.0850 21.8948  -0.01
C -29.9840 -19.2646 21.3779  -0.10
C -31.1980 -19.7780 20.9781  -0.08
C -31.4444 -21.1969 21.0846  -0.07
C -30.3874 -21.9989 21.4114  -0.04
H -28.0456 -19.6511 22.2330  0.11
H -29.7286 -18.2285 21.2116  0.10
H -31.8847 -19.1477 20.4326  0.09
H -32.3101 -21.6574 20.6319  0.10
H -30.6544 -23.0419 21.3259  0.11
F -29.7874 -7.1925 11.1315  0.08
C -29.6812 -7.1125 12.4505  -0.30
C -30.7562 -7.3428 13.2963  -0.01
C -30.5325 -7.6432 14.6677  -0.09
C -29.2703 -7.5342 15.2132  -0.10
C -28.1734 -7.2430 14.3719  -0.07
C -28.4320 -6.9070 13.0325  -0.03
H -31.7414 -7.5278 12.8944  0.11
H -31.3205 -7.8833 15.3662  0.10
H -29.2052 -7.6922 16.2796  0.10
H -27.1474 -7.1036 14.6788  0.10
H -27.5329 -6.7850 12.4468  0.11
F -21.6091 -13.8853 31.1638  0.06
C -21.7025 -13.2316 29.9933  -0.29
C -21.1285 -13.7076 28.8100  -0.02
C -21.3015 -12.9792 27.6496  -0.08
C -22.0198 -11.7483 27.6548  -0.06
C -22.5596 -11.3023 28.8934  -0.08
C -22.3947 -12.0438 30.0330  -0.04
H -20.6170 -14.6580 28.8487  0.11
H -20.7834 -13.2887 26.7539  0.10
H -22.3514 -11.2471 26.7574  0.09
H -23.2301 -10.4720 29.0586  0.10
H -22.7257 -11.8050 31.0329  0.12
F -20.1173 -19.1406 21.6892  0.05
C -19.2644 -18.1338 21.9939  -0.24
C -18.9381 -17.1352 21.0350  -0.04
C -18.2003 -16.0828 21.3655  -0.12
C -17.3964 -16.1513 22.4913  -0.10
C -17.5760 -17.1664 23.4261  -0.08
C -18.5734 -18.1580 23.2199  0.00
H -19.4263 -17.0486 20.0756  0.12
H -18.0779 -15.2193 20.7286  0.11
H -16.6357 -15.3954 22.6190  0.10
H -16.9186 -17.0716 24.2777  0.10
H -18.8375 -18.7296 24.0974  0.11
F -25.5160 -12.4104 17.5838  0.00
C -25.2420 -13.1547 18.7670  -0.22
C -25.3624 -12.4966 19.9989  -0.02
C -24.9925 -13.1053 21.2010  -0.07
C -24.6671 -14.4561 21.1658  -0.12
C -24.5548 -15.1330 19.9790  -0.07
C -24.8897 -14.4775 18.7527  -0.02
H -25.5333 -11.4308 20.0367  0.11
H -25.0375 -12.6953 22.1992  0.10
H -24.4783 -15.0301 22.0610  0.10
H -24.1959 -16.1480 19.8931  0.10
H -24.7212 -14.9804 17.8119  0.11
Cl -31.0583 -12.9294 11.3583  0.48
C -29.3775 -12.7822 11.9749  -1.06
Cl -28.9020 -14.0700 13.0162  0.54
H -28.6231 -12.6114 11.2069  0.04
H -29.4506 -11.9285 12.6488  0.01

HOMO	-9.13	eV
total charge	0
spin multiplicity	1
electronic energy	-2948.5680	Eh

=====

Short version: M = 582.5; 1206.2; 811.6; 661.6 g mol⁻¹, in the order given.